[1]
DFT (ωB97M-V/def2-TZVPD) results for one molecule with the formula C3H9N3O at a distorted geometry.

Calculated values
**E_HOMO**: -8.3 eV
**ΔE to the lowest compared entry with this formula, charge and spin**: 72.9 kcal/mol
**Gap between HOMO and LUMO**: 9.13 eV
**SMILES**: C=NCC(N)(N)O

ORCA input file:
```
! RIJCOSX wB97M-V def2-TZVPD def2/J DEFGRID3
* xyz 0 1
C -0.499 1.508 1.771
N 0.142 0.402 1.482
C 0.919 0.443 0.218
C 0.127 -0.360 -0.822
N -0.981 -1.053 0.180
N 0.788 -1.410 -1.436
O -0.573 0.340 -1.762
H -0.803 2.225 0.993
H -0.956 1.605 2.762
H 1.130 1.452 -0.165
H 1.888 -0.013 0.444
H -0.722 -1.561 1.024
H -1.805 -0.452 0.199
H 0.097 -1.982 -1.917
H 1.176 -2.010 -0.712
H 0.074 0.865 -2.258
*
```

Charge distribution, natural (NBO) scheme, values in e: atom 1 (C): -0.11, atom 2 (N): -0.37, atom 3 (C): -0.30, atom 4 (C): 0.55, atom 5 (N): -0.93, atom 6 (N): -0.84, atom 7 (O): -0.70, atom 8 (H): 0.15, atom 9 (H): 0.18, atom 10 (H): 0.19, atom 11 (H): 0.21, atom 12 (H): 0.39, atom 13 (H): 0.37, atom 14 (H): 0.38, atom 15 (H): 0.36, atom 16 (H): 0.48

[2]
DFT (ωB97M-V/def2-TZVPD) results for a 2-piece molecular cluster, C6H11N overall at a distorted geometry.

Calculated values
**E_HOMO**: -9.2 eV
**ΔE to the lowest compared entry with this formula, charge and spin**: 88.8 kcal/mol
**Gap between HOMO and LUMO**: 9.98 eV
**SMILES**: [H]/N=C(\C)CC.C#C

ORCA input file:
```
! RIJCOSX wB97M-V def2-TZVPD def2/J DEFGRID3
* xyz 0 1
H 1.336 -1.818 -1.089
N 0.865 -0.917 -1.140
C 0.689 -0.365 0.012
C 1.456 -0.800 1.249
C 0.382 1.142 -0.001
C -0.493 1.531 -1.163
H 2.461 -0.375 1.227
H 0.965 -0.454 2.159
H 1.558 -1.886 1.274
H 1.341 1.666 -0.026
H -0.125 1.389 0.938
H -0.895 2.537 -1.071
H 0.003 1.396 -2.115
H -1.399 0.810 -1.102
C -1.471 -1.146 0.485
C -2.311 -0.605 -0.221
H -1.136 -1.784 1.261
H -3.224 -0.320 -0.678
*
```

Charge distribution, natural (NBO) scheme, values in e: atom 1 (H): 0.33, atom 2 (N): -0.65, atom 3 (C): 0.33, atom 4 (C): -0.69, atom 5 (C): -0.47, atom 6 (C): -0.60, atom 7 (H): 0.24, atom 8 (H): 0.22, atom 9 (H): 0.21, atom 10 (H): 0.23, atom 11 (H): 0.20, atom 12 (H): 0.20, atom 13 (H): 0.22, atom 14 (H): 0.21, atom 15 (C): -0.25, atom 16 (C): -0.23, atom 17 (H): 0.24, atom 18 (H): 0.24

[3]
DFT (ωB97M-V/def2-TZVPD) results for one molecule with the formula C9H14N2O2 at a distorted geometry.

Calculated values
**E_HOMO**: -9.1 eV
**ΔE to the lowest compared entry with this formula, charge and spin**: 113.6 kcal/mol
**Gap between HOMO and LUMO**: 9.88 eV
**SMILES**: CC1(C)C[C@]12C(=O)O[C@H]1N[C@]2(C)N1

ORCA input file:
```
! RIJCOSX wB97M-V def2-TZVPD def2/J DEFGRID3
* xyz 0 1
C -0.611 -2.866 0.274
C 0.083 -1.516 -0.203
C 0.257 -1.504 -1.756
C 1.095 -1.060 0.771
C -0.110 -0.202 0.543
C -1.014 0.266 1.687
O -1.318 -0.504 2.559
O -1.601 1.517 1.714
C -1.162 2.652 0.845
N -1.160 1.988 -0.544
C 0.173 1.436 -0.131
C 1.364 1.463 -1.173
N 0.283 2.585 0.831
H 0.077 -3.685 0.251
H -1.447 -2.859 -0.302
H -0.893 -2.789 1.360
H -0.078 -0.602 -2.071
H -0.222 -2.258 -2.336
H 1.284 -1.589 -2.100
H 2.055 -0.684 0.454
H 1.088 -1.662 1.733
H -1.806 3.501 1.115
H -1.872 1.317 -0.976
H 1.040 1.087 -2.204
H 2.152 0.836 -0.780
H 1.728 2.455 -1.381
H 0.617 2.675 1.820
*
```

Charge distribution, natural (NBO) scheme, values in e: atom 1 (C): -0.60, atom 2 (C): 0.01, atom 3 (C): -0.61, atom 4 (C): -0.42, atom 5 (C): -0.19, atom 6 (C): 0.80, atom 7 (O): -0.57, atom 8 (O): -0.56, atom 9 (C): 0.39, atom 10 (N): -0.68, atom 11 (C): 0.34, atom 12 (C): -0.64, atom 13 (N): -0.66, atom 14 (H): 0.22, atom 15 (H): 0.20, atom 16 (H): 0.23, atom 17 (H): 0.21, atom 18 (H): 0.22, atom 19 (H): 0.21, atom 20 (H): 0.21, atom 21 (H): 0.23, atom 22 (H): 0.21, atom 23 (H): 0.39, atom 24 (H): 0.22, atom 25 (H): 0.21, atom 26 (H): 0.23, atom 27 (H): 0.40

[4]
DFT (ωB97M-V/def2-TZVPD) results for C50H30N12Sn as an isolated structure.

Calculated values
**E_HOMO (alpha / beta)**: -6.6 / -6.6 eV
**Gap between HOMO and LUMO (alpha / beta)**: 4.97 / 4.88 eV

ORCA input file:
```
! RIJCOSX wB97M-V def2-TZVPD def2/J DEFGRID3
* xyz 0 1
Sn 0.789 0.090 -0.148
C -0.732 -3.406 -5.463
C -1.790 -3.862 -4.658
C -2.114 -3.232 -3.472
C -1.343 -2.135 -3.101
C -1.359 -1.296 -1.919
N -2.306 -1.379 -1.014
C -2.325 -0.609 0.063
C -3.483 -0.418 0.903
C -4.788 -0.900 0.825
C -5.684 -0.457 1.777
C -5.304 0.454 2.777
C -4.015 0.944 2.847
C -3.106 0.490 1.896
C -1.722 0.823 1.645
N -1.018 1.651 2.418
C 0.106 2.174 2.006
N 0.635 2.126 0.741
C 1.811 2.827 0.763
N 2.631 3.066 -0.230
C 2.517 2.448 -1.397
N 1.754 1.366 -1.690
C 1.936 1.054 -3.012
N 1.349 0.080 -3.680
C 0.341 -0.602 -3.175
N -0.315 -0.390 -1.982
C -0.289 -1.691 -3.892
C 0.028 -2.313 -5.095
C 2.894 1.973 -3.596
C 3.409 2.101 -4.881
C 4.303 3.132 -5.105
C 4.670 4.018 -4.081
C 4.149 3.895 -2.805
C 3.256 2.855 -2.580
C 2.035 3.384 2.098
C 3.080 4.121 2.626
C 3.014 4.430 3.977
C 1.939 4.011 4.766
C 0.895 3.273 4.228
C 0.967 2.973 2.879
N -1.284 0.134 0.559
H -0.508 -3.927 -6.383
H -2.356 -4.728 -4.976
H -2.930 -3.572 -2.850
H -5.077 -1.593 0.049
H -6.706 -0.813 1.752
H -6.039 0.780 3.499
H -3.714 1.650 3.608
H 0.845 -1.956 -5.706
H 3.119 1.418 -5.666
H 4.729 3.263 -6.090
H 5.373 4.811 -4.297
H 4.423 4.572 -2.008
H 3.913 4.427 2.009
H 3.814 4.997 4.434
H 1.929 4.262 5.819
H 0.063 2.936 4.831
N 0.722 -7.758 -1.004
C 1.070 -8.947 -1.611
C 0.743 -10.271 -1.342
C 1.291 -11.223 -2.177
C 2.136 -10.870 -3.243
C 2.455 -9.555 -3.502
C 1.911 -8.578 -2.669
N 2.066 -7.203 -2.699
C 1.349 -6.760 -1.703
C 1.220 -5.338 -1.355
C 0.417 -4.887 -0.315
C 0.347 -3.527 -0.067
N 1.018 -2.624 -0.771
C 1.800 -3.061 -1.759
C 1.929 -4.394 -2.091
H 0.125 -7.649 -0.206
H 0.094 -10.547 -0.522
H 1.066 -12.267 -2.008
H 2.543 -11.652 -3.870
H 3.106 -9.277 -4.320
H -0.163 -5.559 0.302
H -0.283 -3.149 0.731
H 2.344 -2.307 -2.315
H 2.562 -4.711 -2.906
N 2.205 -0.055 1.162
C 2.980 -1.128 1.560
C 3.160 -1.302 2.946
C 4.007 -2.271 3.449
C 4.695 -3.126 2.594
C 4.533 -2.969 1.225
C 3.702 -1.984 0.717
H 2.613 -0.645 3.610
H 4.125 -2.367 4.522
H 5.350 -3.891 2.988
H 5.075 -3.609 0.539
H 3.629 -1.843 -0.353
*
```

Charge distribution, Löwdin scheme, values in e: atom 1 (Sn): 1.31, atom 2 (C): -0.07, atom 3 (C): -0.07, atom 4 (C): -0.01, atom 5 (C): -0.11, atom 6 (C): -0.30, atom 7 (N): 0.21, atom 8 (C): -0.27, atom 9 (C): -0.10, atom 10 (C): -0.01, atom 11 (C): -0.07, atom 12 (C): -0.07, atom 13 (C): -0.01, atom 14 (C): -0.10, atom 15 (C): -0.25, atom 16 (N): 0.22, atom 17 (C): -0.28, atom 18 (N): 0.04, atom 19 (C): -0.28, atom 20 (N): 0.22, atom 21 (C): -0.25, atom 22 (N): 0.06, atom 23 (C): -0.26, atom 24 (N): 0.21, atom 25 (C): -0.30, atom 26 (N): 0.04, atom 27 (C): -0.12, atom 28 (C): -0.01, atom 29 (C): -0.10, atom 30 (C): -0.01, atom 31 (C): -0.07, atom 32 (C): -0.07, atom 33 (C): 0.00, atom 34 (C): -0.10, atom 35 (C): -0.10, atom 36 (C): 0.00, atom 37 (C): -0.07, atom 38 (C): -0.07, atom 39 (C): 0.00, atom 40 (C): -0.10, atom 41 (N): 0.05, atom 42 (H): 0.10, atom 43 (H): 0.10, atom 44 (H): 0.11, atom 45 (H): 0.11, atom 46 (H): 0.10, atom 47 (H): 0.10, atom 48 (H): 0.11, atom 49 (H): 0.11, atom 50 (H): 0.11, atom 51 (H): 0.10, atom 52 (H): 0.10, atom 53 (H): 0.11, atom 54 (H): 0.12, atom 55 (H): 0.10, atom 56 (H): 0.10, atom 57 (H): 0.11, atom 58 (N): 0.17, atom 59 (C): -0.19, atom 60 (C): -0.02, atom 61 (C): -0.09, atom 62 (C): -0.09, atom 63 (C): -0.02, atom 64 (C): -0.22, atom 65 (N): 0.18, atom 66 (C): -0.28, atom 67 (C): -0.12, atom 68 (C): 0.01, atom 69 (C): -0.11, atom 70 (N): 0.02, atom 71 (C): -0.13, atom 72 (C): 0.02, atom 73 (H): 0.15, atom 74 (H): 0.11, atom 75 (H): 0.10, atom 76 (H): 0.10, atom 77 (H): 0.11, atom 78 (H): 0.11, atom 79 (H): 0.12, atom 80 (H): 0.12, atom 81 (H): 0.12, atom 82 (N): -0.13, atom 83 (C): -0.45, atom 84 (C): -0.06, atom 85 (C): -0.11, atom 86 (C): -0.13, atom 87 (C): -0.11, atom 88 (C): -0.08, atom 89 (H): 0.10, atom 90 (H): 0.09, atom 91 (H): 0.09, atom 92 (H): 0.10, atom 93 (H): 0.08

| no. | energy (eV) |
| --- | --- |
| 1 | -9772.37792 |
| 2 | -7886.68148 |
| 3 | -16631.15099 |
| 4 | -76051.75890 |